1.
Computed, not measured: a 2-piece molecular cluster, C2HN2S3 overall at a distorted geometry, with ωB97M-V/def2-TZVPD.

Geometry (Å):
C: -0.8004 0.7529 0.0156
C: 1.2563 0.0166 -0.0091
N: 0.5154 1.0504 0.0752
N: -1.0161 -0.5951 -0.1106
S: -2.0812 1.7894 0.0724
S: 3.6360 -0.5149 0.2261
S: 0.4203 -1.4935 -0.1603
H: -1.9304 -1.0058 -0.1093

Atoms 1-3, force components in eV/Å:
-1.160 -1.063 -0.138
4.042 -1.768 0.454
0.804 0.659 0.008

- HOMO-LUMO gap (Ha) = 0.261
- net charge = -1
- energy (a.u.) = -1380.8747
- energy relative to the best compared isomer or geometry (same formula, charge and spin) (eV) = 1.9313
- lowest unoccupied orbital energy (eV) = 2.933

***

2.
Computed, not measured: one molecule with the formula C3H7NO2S at a distorted geometry, with ωB97M-V/def2-TZVPD.

Geometry (Å):
C: 2.1789 -0.4128 -1.6732
S: 1.1785 -1.6255 -0.7289
O: -0.4104 -1.0774 -0.5888
C: -0.6709 -0.1476 0.3572
C: -2.1429 0.1500 0.4913
N: 0.1429 0.4270 1.1580
O: -0.3350 1.1837 2.2289
H: 1.5964 -0.1742 -2.5340
H: 3.1540 -0.8608 -1.8747
H: 2.2701 0.4928 -1.0653
H: -2.2099 0.8688 1.3251
H: -2.5405 0.4916 -0.4471
H: -2.6536 -0.8640 0.8143
H: 0.4426 1.5484 2.5373

Atoms 1-3, force components in eV/Å:
-1.247 0.486 1.388
0.824 -0.966 0.124
1.344 0.987 -0.292

- HOMO-LUMO gap (Ha) = 0.356
- energy (a.u.) = -721.8228
- energy relative to the best compared isomer or geometry (same formula, charge and spin) (eV) = 3.8049
- structure (SMILES) = CSO/C(C)=N/O
- lowest unoccupied orbital energy (eV) = 0.846

***

3.
Computed, not measured: a 3-piece molecular cluster, C13H21I2NO5P overall at a distorted geometry, with ωB97M-V/def2-TZVPD.

Geometry (Å):
O: 3.1816 -0.6145 1.5432
P: 2.4626 0.1014 0.1813
I: 3.6288 2.2362 -0.0530
C: 0.6717 0.3861 0.7371
C: 0.0899 1.6783 1.1383
C: -1.3310 1.6749 1.5834
C: -2.0721 0.4177 1.5787
N: -1.4946 -0.7832 1.1556
I: -2.5931 -2.5308 1.1092
C: -0.1732 -0.8211 0.7514
H: 3.1927 -1.5733 1.3139
H: 0.7181 2.5972 1.1034
H: -1.8073 2.6254 1.9130
H: -3.1387 0.3851 1.8993
H: 0.2745 -1.8022 0.4365
O: -3.9452 2.8886 1.4671
C: -5.0668 2.5935 1.1206
O: -5.2989 2.2472 -0.1532
C: -6.5389 1.6971 -0.6276
C: -7.5267 2.7913 -0.9741
C: -6.2261 2.6967 2.0742
H: -6.9450 0.9750 0.0837
H: -6.2939 1.1361 -1.5304
H: -7.7902 3.3870 -0.0982
H: -8.4413 2.3655 -1.3891
H: -7.0944 3.4779 -1.7045
H: -6.5941 3.7236 2.0788
H: -5.8739 2.4394 3.0734
H: -7.0425 2.0140 1.8514
O: 3.7188 -2.8191 -0.6619
C: 4.8708 -2.9507 -1.0079
O: 5.7995 -2.0944 -0.5607
C: 7.2133 -2.2666 -0.7464
C: 7.6615 -1.7138 -2.0833
C: 5.2656 -4.0046 -2.0055
H: 7.5028 -3.3095 -0.6051
H: 7.6933 -1.7026 0.0542
H: 7.1932 -2.2437 -2.9149
H: 8.7442 -1.7950 -2.1888
H: 7.3759 -0.6639 -2.1770
H: 5.1006 -3.6219 -3.0138
H: 4.6355 -4.8800 -1.8481
H: 6.2933 -4.3442 -1.9041

Atoms 1-3, force components in eV/Å:
-1.330 0.395 -1.262
0.474 -1.514 0.104
-0.537 -0.169 0.524

- HOMO-LUMO gap (Ha) = 0.243
- net charge = +1
- energy (a.u.) = -1875.4021
- lowest unoccupied orbital energy (eV) = -4.628

***

4.
Computed, not measured: C13H17N3O4Sn as an isolated structure, with ωB97M-V/def2-TZVPD.

Geometry (Å):
Sn: 0.1202 0.3921 -1.7777
O: -3.4526 2.4795 -0.0943
C: -2.2923 1.9996 -0.4305
O: -2.1098 0.9381 -1.0088
C: -1.1319 2.8555 -0.0346
C: -1.2318 4.0904 0.5854
C: -0.0539 4.7559 0.8940
C: 1.1679 4.1635 0.5980
C: 1.1699 2.9213 -0.0158
N: 0.0372 2.3017 -0.3366
C: 2.3751 2.1031 -0.3789
O: 3.5812 2.5039 -0.1099
O: 2.2085 1.0229 -0.9256
H: -4.1808 1.8931 -0.3727
H: -2.1993 4.5136 0.8165
H: -0.0848 5.7277 1.3680
H: 2.0826 4.6840 0.8503
H: 3.6419 3.3669 0.3266
C: -0.8038 -2.3695 -1.3490
C: -0.7954 -3.7877 -0.7189
N: 0.0025 -3.7850 0.4962
C: -0.5570 -2.8470 1.4581
C: -0.5467 -1.4055 0.8747
N: 0.0334 -1.4549 -0.4994
C: 1.4304 -1.9987 -0.4232
C: 1.3771 -3.4271 0.1817
H: -1.8100 -1.9477 -1.3941
H: -0.3868 -2.3748 -2.3596
H: -0.3789 -4.5127 -1.4162
H: -1.8104 -4.1011 -0.4790
H: 0.0275 -2.8910 2.3760
H: -1.5739 -3.1550 1.6973
H: 0.0707 -0.7303 1.4699
H: -1.5489 -0.9830 0.7982
H: 2.0159 -1.3164 0.1924
H: 1.8523 -1.9950 -1.4321
H: 1.9734 -3.4737 1.0918
H: 1.7813 -4.1569 -0.5181

Atoms 1-3, force components in eV/Å:
-0.050 0.246 -0.454
-0.038 -0.006 -0.045
-0.069 0.015 0.032

- HOMO-LUMO gap (Ha) = 0.239
- net charge = +2
- energy (a.u.) = -1184.6096
- energy relative to the best compared isomer or geometry (same formula, charge and spin) (eV) = 0.0000
- lowest unoccupied orbital energy (eV) = -7.953

***

> The highest energy belongs to which entry?

C3H7NO2S

***

> Which of these has the highest lowest unoccupied orbital energy?

C2HN2S3

***

> What is the formula in the second record?

C3H7NO2S

***

Copy entry 3 word for word.
Computed, not measured: a 3-piece molecular cluster, C13H21I2NO5P overall at a distorted geometry, with ωB97M-V/def2-TZVPD.

Geometry (Å):
O: 3.1816 -0.6145 1.5432
P: 2.4626 0.1014 0.1813
I: 3.6288 2.2362 -0.0530
C: 0.6717 0.3861 0.7371
C: 0.0899 1.6783 1.1383
C: -1.3310 1.6749 1.5834
C: -2.0721 0.4177 1.5787
N: -1.4946 -0.7832 1.1556
I: -2.5931 -2.5308 1.1092
C: -0.1732 -0.8211 0.7514
H: 3.1927 -1.5733 1.3139
H: 0.7181 2.5972 1.1034
H: -1.8073 2.6254 1.9130
H: -3.1387 0.3851 1.8993
H: 0.2745 -1.8022 0.4365
O: -3.9452 2.8886 1.4671
C: -5.0668 2.5935 1.1206
O: -5.2989 2.2472 -0.1532
C: -6.5389 1.6971 -0.6276
C: -7.5267 2.7913 -0.9741
C: -6.2261 2.6967 2.0742
H: -6.9450 0.9750 0.0837
H: -6.2939 1.1361 -1.5304
H: -7.7902 3.3870 -0.0982
H: -8.4413 2.3655 -1.3891
H: -7.0944 3.4779 -1.7045
H: -6.5941 3.7236 2.0788
H: -5.8739 2.4394 3.0734
H: -7.0425 2.0140 1.8514
O: 3.7188 -2.8191 -0.6619
C: 4.8708 -2.9507 -1.0079
O: 5.7995 -2.0944 -0.5607
C: 7.2133 -2.2666 -0.7464
C: 7.6615 -1.7138 -2.0833
C: 5.2656 -4.0046 -2.0055
H: 7.5028 -3.3095 -0.6051
H: 7.6933 -1.7026 0.0542
H: 7.1932 -2.2437 -2.9149
H: 8.7442 -1.7950 -2.1888
H: 7.3759 -0.6639 -2.1770
H: 5.1006 -3.6219 -3.0138
H: 4.6355 -4.8800 -1.8481
H: 6.2933 -4.3442 -1.9041

Atoms 1-3, force components in eV/Å:
-1.330 0.395 -1.262
0.474 -1.514 0.104
-0.537 -0.169 0.524

- HOMO-LUMO gap (Ha) = 0.243
- net charge = +1
- energy (a.u.) = -1875.4021
- lowest unoccupied orbital energy (eV) = -4.628